(1)
ORCA calculation (the ωB97M-V functional and the def2-TZVPD basis) on a structure of composition C10H9AsAuF6N4O5S3.

Structure (XYZ):
```
39
Properties=species:S:1:pos:R:3:forces:R:3
Au 1.470940 1.868156 0.346962 -0.1694 -0.0578 0.6999
N -5.911430 -1.933360 0.594561 0.0109 -0.0167 0.0689
C -4.747723 -1.390454 0.136873 0.0070 0.0069 -0.0316
C -4.520802 -0.008320 0.237054 0.0108 0.0036 -0.0025
C -3.342549 0.537723 -0.217643 0.0008 -0.0082 0.0097
C -2.371901 -0.286552 -0.780478 -0.0007 -0.0154 0.0081
C -2.578858 -1.658509 -0.887412 0.0033 0.0086 0.0041
C -3.757901 -2.205140 -0.432857 -0.0017 0.0044 0.0011
S -0.887459 0.398342 -1.364144 -0.0325 -0.0056 -0.0184
O -0.260652 -0.506299 -2.265405 0.0149 -0.0004 0.0013
O -1.079507 1.782859 -1.688798 0.0058 -0.0121 -0.0062
N 0.022706 0.505977 0.068082 0.0725 0.0232 -0.0701
C 0.738884 -0.536753 0.622880 0.0494 0.0139 -0.0697
N 0.467904 -1.816974 0.591435 0.0096 -0.0173 -0.0390
C 1.383378 -2.581948 1.187232 -0.0361 -0.0110 -0.0039
C 2.550168 -2.096662 1.770042 0.0257 0.0362 -0.0025
C 2.764221 -0.734814 1.735610 0.0287 -0.0584 -0.0158
N 1.807807 0.029501 1.217730 0.0928 -0.0578 -0.3161
H -6.654272 -1.345884 0.922635 -0.0099 -0.0007 -0.0218
H -6.114557 -2.903406 0.444823 -0.0121 0.0063 -0.0196
H -5.283584 0.628701 0.666812 -0.0019 0.0020 0.0006
H -3.172428 1.604094 -0.157378 -0.0011 0.0071 0.0016
H -1.812705 -2.280138 -1.328930 0.0042 -0.0019 -0.0025
H -3.928379 -3.270933 -0.519338 -0.0015 -0.0022 -0.0011
H 1.180225 -3.646138 1.182325 0.0071 -0.0034 -0.0025
H 3.276954 -2.762995 2.206618 0.0039 0.0010 0.0028
H 3.654712 -0.245032 2.100404 0.0078 0.0016 0.0029
F 2.991812 -0.819583 -1.307997 -0.0309 0.0887 0.1099
As 4.092520 0.454854 -1.798577 -0.0517 -0.1672 0.0300
F 2.674265 1.517204 -1.938431 -0.0479 0.0301 0.0033
F 4.149033 0.957542 -0.099923 -0.0264 0.0078 0.0352
F 5.108812 1.771848 -2.212991 0.0052 0.0350 0.0133
F 5.430591 -0.589529 -1.525056 -0.0100 0.0211 -0.0174
F 3.926430 -0.019642 -3.434582 0.0041 0.0313 0.0022
O 1.054574 4.291150 2.541316 -0.0889 0.0067 0.0010
S 1.880384 4.451663 1.389041 0.3336 0.0468 -0.1917
O 2.797564 3.273438 1.125002 -0.1036 0.0328 0.0250
O 2.470092 5.701918 1.082217 -0.0051 -0.0213 0.0022
S 0.530731 3.864094 -0.209714 -0.0671 0.0424 -0.1906
```
Forces are in eV/Å.

The multiplicity is 2. The total energy is -140055.1873 eV. As for the gap between HOMO and LUMO (spin up / spin down): 6.04 / 4.38 eV.

Atom charges from the Löwdin analysis, given in e for atoms 1 to 5: 1.114, 0.122, -0.309, -0.021, -0.052

=====

(2)
ORCA calculation (the ωB97M-V functional and the def2-TZVPD basis) on a structure of composition C28H46CdFN2OSi2.

Structure (XYZ):
```
81
Properties=species:S:1:pos:R:3:forces:R:3
Cd 0.173274 -0.943300 -0.493049 -0.2523 0.1972 -0.1470
N -2.632327 0.068034 3.115245 -0.1011 0.0454 0.0989
C -1.877894 -0.030279 1.978124 -0.1389 -0.0250 -0.0269
O -0.671573 0.094373 2.025105 0.2726 0.0398 0.0299
C -2.667289 -0.295545 0.710588 -0.1382 0.1126 -0.0048
C -1.853844 -0.108095 -0.553326 -0.1088 -0.0523 -0.0772
H -2.146587 0.065454 3.995792 -0.0155 -0.0183 -0.0147
H -3.603031 -0.189852 3.095955 0.0402 -0.0035 0.0186
H -3.567087 0.342097 0.767194 0.0500 -0.0567 -0.0170
H -3.036260 -1.325327 0.793221 0.0041 -0.0261 -0.0085
H -1.671055 0.959331 -0.715216 0.0363 -0.0713 0.0056
H -2.414962 -0.462919 -1.423096 -0.0225 0.0081 0.0423
C 1.565109 -2.280183 -4.862331 -0.0360 0.0020 0.0103
C 0.340405 -1.993530 -3.990656 0.0341 -0.0317 0.2125
C -0.693750 -3.110607 -4.130358 0.0147 0.0512 0.0154
C -0.221792 -0.625272 -4.321464 0.1082 -0.0547 -0.1030
C -0.967199 -0.471223 -5.484390 -0.0452 -0.0127 -0.0710
C -1.432050 0.766123 -5.893249 0.0592 -0.0299 0.0474
C -1.169159 1.866579 -5.093056 -0.0475 0.0062 -0.0468
C -0.448345 1.753512 -3.915162 -0.0959 -0.0385 0.0969
C -0.364034 2.964013 -3.006667 0.0637 0.0087 0.0945
C 0.339438 4.148238 -3.665318 0.0304 0.0038 -0.0269
C -1.761466 3.361599 -2.524205 -0.0153 0.0227 -0.0362
C 0.082351 0.497448 -3.528131 -0.3333 -0.1326 -0.1314
N 0.809762 0.360590 -2.354882 0.5508 0.0710 0.4356
C 1.960013 1.077467 -2.274386 0.0462 0.1043 0.0122
C 2.740591 1.471833 -3.383616 -0.0521 0.0466 -0.0672
C 3.918076 2.187399 -3.251192 0.0399 0.0294 -0.0002
C 4.394616 2.563548 -2.003855 0.0132 0.0134 0.0061
C 3.655487 2.200483 -0.880957 -0.0347 -0.0446 -0.0168
C 2.493309 1.490162 -1.035170 -0.1306 -0.1876 0.2807
F 1.802679 1.147007 0.108518 0.1438 0.0486 -0.3878
H 1.974368 -3.270059 -4.654297 0.0272 -0.0452 0.0112
H 2.346086 -1.540412 -4.689626 0.0566 0.0524 0.0231
H 1.291516 -2.241801 -5.919225 -0.0089 -0.0005 -0.0450
H 0.681039 -1.976672 -2.946846 -0.0654 0.0247 -0.1752
H -0.957249 -3.286150 -5.175242 -0.0164 -0.0026 -0.0385
H -1.608795 -2.870660 -3.588185 -0.0211 0.0090 0.0376
H -0.298574 -4.045023 -3.732238 0.0473 -0.0719 0.0269
H -1.172286 -1.341578 -6.095876 -0.0205 -0.0289 -0.0340
H -2.000319 0.868850 -6.808210 -0.0261 0.0037 -0.0375
H -1.565755 2.836058 -5.374252 -0.0134 0.0223 -0.0174
H 0.206032 2.684506 -2.122551 0.0121 -0.0268 -0.0003
H -0.187831 4.464833 -4.568347 -0.0149 0.0173 -0.0287
H 1.364010 3.894532 -3.938421 0.0064 -0.0264 -0.0041
H 0.371248 5.000141 -2.984192 0.0074 0.0502 0.0435
H -2.372295 3.737058 -3.347989 -0.0228 0.0158 -0.0445
H -1.695183 4.147453 -1.769583 0.0036 0.0516 0.0331
H -2.277391 2.507933 -2.085890 -0.0138 -0.0089 0.0015
H 2.387859 1.191493 -4.369347 0.0168 0.0057 -0.0089
H 4.474544 2.451792 -4.142609 0.0162 0.0053 -0.0221
H 5.314979 3.120820 -1.898929 0.0213 0.0132 0.0051
H 3.970005 2.461301 0.120396 0.0180 0.0181 0.0479
C 3.957088 -1.597863 -1.163350 -0.0026 -0.0436 0.0247
Si 3.021986 -2.984857 -0.319781 -0.0798 -0.0023 0.0663
C 2.801161 -4.331650 -1.630146 0.0257 0.0774 0.0362
C 4.225574 -3.687601 0.965651 -0.0168 0.0325 -0.1399
C 1.435279 -2.475961 0.468498 0.0399 -0.0918 -0.0653
Si 0.278717 -3.810858 1.000694 0.0921 0.0726 0.0201
C 1.125758 -5.373662 1.656798 -0.1002 0.0650 -0.0167
C -0.841580 -3.234287 2.406088 0.0303 -0.0900 -0.0449
C -0.865460 -4.376632 -0.386356 0.0155 0.0125 0.0527
H 4.901550 -1.972399 -1.562963 0.0853 -0.0336 -0.0339
H 4.186396 -0.785641 -0.474479 0.0217 0.0819 0.0685
H 3.391469 -1.169760 -1.989695 -0.0854 0.0385 -0.0823
H 3.714268 -4.925116 -1.702974 0.0807 -0.0264 -0.0435
H 2.614171 -3.892227 -2.609804 -0.0419 0.0446 -0.0586
H 1.984307 -5.015360 -1.413495 -0.1123 -0.1056 0.0672
H 5.221863 -3.788411 0.530407 0.0822 -0.0229 -0.0180
H 3.914086 -4.667998 1.318083 -0.0589 -0.1415 0.0549
H 4.305610 -3.034854 1.834100 -0.0015 0.1072 0.0805
H 1.696358 -1.896863 1.366472 0.0382 -0.0220 0.0508
H 1.806605 -5.132643 2.471596 0.0700 0.0400 0.1201
H 1.703882 -5.883739 0.888954 0.0876 -0.0623 -0.1236
H 0.381405 -6.075893 2.037234 -0.0550 -0.0617 0.0169
H -0.305737 -2.606187 3.115125 0.0782 0.0583 0.0826
H -1.251072 -4.093003 2.942218 -0.0337 -0.0503 0.0299
H -1.677381 -2.651544 2.025310 -0.0851 0.0573 -0.0492
H -0.314004 -4.764721 -1.241009 0.0780 -0.0453 -0.1018
H -1.471010 -3.541679 -0.743252 -0.0565 0.0733 -0.0220
H -1.543600 -5.159760 -0.041982 -0.0451 -0.0658 0.0310
```
Forces are in eV/Å.

As for the net charge: -1. The total energy is -57851.9929 eV. As for the gap between HOMO and LUMO: 6.71 eV.

Atom charges from the Löwdin analysis, given in e for atoms 1 to 5: 1.333, 0.142, -0.598, -0.009, -0.281